(1)
Molecular formula: C19H34N2O
Method: DFT, wB97M-V/def2-TZVPD

Summary:
HOMO level (eV): -7.905
Structure (SMILES): CCCCN1[C@@H]2CCC[C@H]1C[C@H](NC(=O)C1CCCCC1)C2
Energy above the lowest of the compared OMol25 structures with the same formula, charge and spin (kJ/mol): 17.2
LUMO level (eV): 0.79

Last column: natural (NBO) charge in e.
Cartesian coordinates (Å):
C: -7.64 -0.66 -0.04  -0.5978
C: -6.35 -1.34 0.41  -0.3910
C: -5.12 -0.50 0.08  -0.4177
C: -3.83 -1.20 0.54  -0.1810
N: -2.57 -0.55 0.31  -0.4857
C: -2.18 0.58 1.12  -0.0337
C: -2.60 1.94 0.53  -0.4196
C: -2.19 2.12 -0.93  -0.4072
C: -2.44 0.85 -1.75  -0.4198
C: -2.03 -0.44 -1.02  -0.0342
C: -0.51 -0.63 -0.91  -0.3991
C: 0.15 0.33 0.08  -0.0629
N: 1.49 -0.13 0.40  -0.6168
C: 2.60 0.55 0.05  0.7016
O: 2.57 1.63 -0.52  -0.6399
C: 3.90 -0.17 0.40  -0.3078
C: 4.25 -1.11 -0.76  -0.3882
C: 5.57 -1.83 -0.49  -0.3947
C: 6.69 -0.82 -0.28  -0.3964
C: 6.35 0.12 0.87  -0.3947
C: 5.03 0.83 0.61  -0.3931
C: -0.67 0.46 1.37  -0.3973
H: -7.63 -0.50 -1.11  0.2004
H: -8.50 -1.28 0.21  0.2076
H: -7.75 0.30 0.46  0.2004
H: -6.39 -1.52 1.49  0.1933
H: -6.26 -2.31 -0.08  0.1933
H: -5.21 0.47 0.58  0.1924
H: -5.08 -0.32 -0.99  0.1923
H: -3.90 -1.40 1.61  0.1882
H: -3.78 -2.18 0.03  0.1876
H: -2.68 0.48 2.10  0.2046
H: -2.18 2.74 1.13  0.2091
H: -3.69 2.01 0.59  0.2006
H: -1.14 2.40 -0.99  0.2016
H: -2.76 2.94 -1.36  0.2104
H: -1.91 0.91 -2.70  0.2094
H: -3.51 0.79 -1.97  0.2009
H: -2.42 -1.29 -1.61  0.2046
H: -0.04 -0.52 -1.89  0.2096
H: -0.34 -1.65 -0.56  0.1996
H: 0.30 1.31 -0.37  0.2344
H: 1.57 -1.02 0.85  0.3881
H: 3.76 -0.76 1.31  0.1976
H: 4.33 -0.53 -1.68  0.2087
H: 3.44 -1.84 -0.90  0.2046
H: 5.80 -2.49 -1.33  0.2082
H: 5.47 -2.45 0.41  0.1906
H: 6.82 -0.24 -1.20  0.1952
H: 7.63 -1.35 -0.08  0.2059
H: 7.15 0.85 1.00  0.2089
H: 6.28 -0.46 1.80  0.1890
H: 5.11 1.46 -0.28  0.2195
H: 4.79 1.49 1.45  0.2114
H: -0.31 1.31 1.95  0.2092
H: -0.51 -0.45 1.96  0.1995

***

(2)
Molecular formula: C3H12N2O
Method: DFT, wB97M-V/def2-TZVPD

Summary:
HOMO level (eV): -8.780
Structure (SMILES): CNCCN.O
Energy above the lowest of the compared OMol25 structures with the same formula, charge and spin (kJ/mol): 150.1
LUMO level (eV): 0.89

Last column: natural (NBO) charge in e.
Cartesian coordinates (Å):
C: 2.24 0.26 -0.46  -0.4152
N: 1.34 -0.10 0.60  -0.6388
C: -0.11 -0.34 0.36  -0.2195
C: -0.76 -1.03 1.55  -0.2181
N: -2.22 -1.07 1.57  -0.8953
H: 3.07 0.83 -0.14  0.2064
H: 1.88 0.98 -1.28  0.1652
H: 2.65 -0.69 -1.01  0.1832
H: 1.42 0.64 1.31  0.3524
H: -0.52 0.70 0.10  0.1709
H: -0.30 -1.01 -0.59  0.1776
H: -0.29 -2.08 1.62  0.1731
H: -0.38 -0.36 2.35  0.1798
H: -2.50 -1.32 2.53  0.3907
H: -2.72 -1.13 0.73  0.3874
O: -0.47 1.93 -2.90  -0.9442
H: -0.37 1.11 -2.38  0.4727
H: -0.31 1.70 -3.84  0.4718

***

(3)
Molecular formula: C52H97ClN9O5
Method: DFT, wB97M-V/def2-TZVPD

Summary:
HOMO level (alpha / beta) (eV): -9.772 / -10.416
Charge: +1
Multiplicity: 5
Expectation value of S²: 6.02
LUMO level (alpha / beta) (eV): -3.02 / -3.02

Last column: Mulliken charge in e.
Cartesian coordinates (Å):
C: -6.91 -2.61 -3.60  -0.9174
C: -5.33 -2.86 -3.51  -0.2129
C: -4.60 -1.97 -2.35  -0.6706
N: -4.62 -2.81 -1.11  -0.2224
C: -3.76 -2.26 -0.01  0.4482
Cl: -3.34 -0.46 -0.27  -0.0930
N: -4.59 -2.30 1.23  -0.1940
C: -3.82 -2.65 2.46  -0.7986
C: -3.96 -4.25 2.80  -0.5435
C: -5.40 -4.51 3.49  -0.0762
O: -5.74 -5.64 3.94  -0.4678
C: -2.25 -2.31 2.42  0.1110
C: -1.89 -0.78 2.84  0.1579
C: -3.06 0.23 3.05  -0.2621
C: -2.52 1.66 3.40  -0.7288
C: -0.99 1.80 3.48  -0.1653
N: 0.04 0.84 3.32  -0.2220
C: -0.39 -0.47 3.00  -0.6202
N: -1.55 -2.64 1.14  0.0766
C: -2.43 -3.15 0.03  -1.2261
C: -1.56 -3.06 -1.33  -0.3971
C: -0.16 -3.83 -1.27  -0.3665
N: 0.86 -3.23 -1.86  -0.6420
H: -7.15 -2.08 -4.60  0.1759
H: -7.41 -3.65 -3.57  0.2608
H: -7.22 -1.93 -2.74  0.2965
H: -4.88 -2.47 -4.50  0.1488
H: -5.01 -3.96 -3.43  0.3796
H: -3.55 -1.75 -2.76  0.1860
H: -5.25 -1.02 -2.27  0.4073
H: -4.27 -3.75 -1.38  0.3414
H: -5.24 -3.10 1.08  0.4470
H: -4.37 -2.14 3.34  0.6159
H: -3.92 -4.90 1.86  0.2268
H: -3.19 -4.58 3.58  0.4289
H: -6.18 -3.68 3.63  0.3267
H: -1.76 -2.96 3.24  0.4523
H: -4.16 -0.03 2.96  0.3571
H: -3.23 2.54 3.59  0.3359
H: -0.62 2.87 3.71  0.3144
H: 0.39 -1.29 2.82  0.2693
H: -0.98 -1.87 0.74  0.7219
H: -0.86 -3.40 1.34  0.6156
H: -2.68 -4.26 0.20  0.2990
H: -1.31 -1.94 -1.47  0.2603
H: -2.23 -3.43 -2.19  0.4293
H: -0.08 -4.85 -0.76  0.3486
H: 1.67 -3.86 -1.73  0.3266
C: -6.26 2.62 -8.09  -1.7789
C: -5.44 1.47 -7.44  2.0358
C: -4.00 1.45 -7.98  -1.3490
C: -3.88 0.92 -9.40  -0.4729
C: -4.54 -0.45 -9.51  -1.2015
C: -6.01 -0.45 -9.01  1.6555
N: -6.16 0.17 -7.66  0.1550
O: -5.70 -0.72 -6.74  -0.3969
C: -6.89 0.29 -10.05  -1.7484
C: -6.54 -1.91 -9.05  -1.8222
C: -5.37 1.86 -5.94  -1.9571
H: -5.76 3.03 -8.98  0.3316
H: -7.26 2.31 -8.38  0.3338
H: -6.41 3.46 -7.41  0.4985
H: -3.36 0.84 -7.33  0.3627
H: -3.57 2.46 -7.95  0.3436
H: -4.33 1.61 -10.12  0.2920
H: -2.83 0.83 -9.67  0.3803
H: -4.50 -0.79 -10.55  0.3859
H: -3.95 -1.17 -8.93  0.3398
H: -7.92 0.37 -9.69  0.3766
H: -6.92 -0.26 -10.99  0.4303
H: -6.53 1.29 -10.29  0.3412
H: -5.92 -2.59 -8.46  0.3284
H: -6.53 -2.30 -10.08  0.4264
H: -7.57 -1.96 -8.69  0.4425
H: -6.36 1.87 -5.48  0.4711
H: -4.94 2.87 -5.83  0.5083
H: -4.72 1.20 -5.36  0.2884
C: 1.38 -7.64 -6.08  -1.7174
C: 2.18 -6.65 -5.19  1.9719
C: 3.70 -6.84 -5.41  -1.3578
C: 4.26 -8.10 -4.77  -0.4615
C: 3.90 -8.15 -3.29  -1.2168
C: 2.38 -8.02 -3.05  1.6812
N: 1.78 -6.85 -3.76  0.2531
O: 2.13 -5.73 -3.07  -0.4951
C: 1.68 -9.32 -3.49  -1.7589
C: 2.14 -7.97 -1.52  -1.8346
C: 1.80 -5.25 -5.74  -1.9952
H: 2.00 -8.44 -6.49  0.3246
H: 0.55 -8.11 -5.54  0.3345
H: 0.91 -7.14 -6.94  0.4770
H: 4.24 -5.97 -5.01  0.3899
H: 3.92 -6.85 -6.49  0.3471
H: 3.91 -8.99 -5.29  0.2933
H: 5.35 -8.10 -4.88  0.3821
H: 4.27 -9.09 -2.87  0.3822
H: 4.44 -7.36 -2.77  0.3637
H: 0.59 -9.24 -3.39  0.3807
H: 1.99 -10.16 -2.86  0.4404
H: 1.91 -9.62 -4.51  0.3400
H: 2.69 -7.15 -1.03  0.3218
H: 2.48 -8.89 -1.04  0.4288
H: 1.07 -7.85 -1.29  0.4157
H: 0.74 -5.04 -5.58  0.4648
H: 2.00 -5.19 -6.81  0.4896
H: 2.38 -4.45 -5.27  0.3504
C: 3.00 3.73 0.43  -1.6479
C: 3.79 4.72 1.32  1.9152
C: 5.31 4.55 1.09  -1.3842
C: 5.89 3.29 1.73  -0.4687
C: 5.53 3.23 3.21  -1.3593
C: 4.01 3.35 3.46  2.2258
N: 3.40 4.52 2.75  0.3727
O: 3.74 5.64 3.44  -0.5099
C: 3.32 2.04 3.01  -2.0872
C: 3.77 3.39 4.99  -1.9958
C: 3.40 6.12 0.78  -1.9725
H: 3.63 2.94 0.01  0.3138
H: 2.17 3.25 0.96  0.2581
H: 2.53 4.23 -0.43  0.4976
H: 5.85 5.41 1.50  0.4025
H: 5.53 4.54 0.02  0.3578
H: 5.54 2.40 1.21  0.2838
H: 6.98 3.30 1.62  0.4024
H: 5.90 2.28 3.63  0.3904
H: 6.06 4.02 3.73  0.3576
H: 2.23 2.11 3.11  0.4165
H: 3.64 1.20 3.64  0.4516
H: 3.55 1.75 1.99  0.3744
H: 4.31 4.20 5.48  0.3129
H: 4.11 2.47 5.46  0.4132
H: 2.70 3.50 5.22  0.4508
H: 2.34 6.32 0.94  0.4595
H: 3.60 6.19 -0.29  0.4877
H: 3.97 6.93 1.25  0.3607
C: 4.12 8.42 8.29  -1.8686
C: 3.76 6.92 8.43  2.5777
C: 2.40 6.75 9.15  -1.3411
C: 2.46 7.02 10.65  -0.5260
C: 3.55 6.18 11.30  -1.2111
C: 4.92 6.36 10.63  1.5533
N: 4.87 6.21 9.14  0.2855
O: 4.76 4.88 8.87  -0.5476
C: 5.49 7.75 11.00  -1.7439
C: 5.92 5.37 11.28  -1.7800
C: 3.57 6.43 6.97  -2.3772
H: 3.50 9.06 8.94  0.3465
H: 5.17 8.62 8.52  0.3374
H: 3.98 8.79 7.27  0.4719
H: 2.02 5.73 9.00  0.3804
H: 1.65 7.42 8.70  0.3637
H: 2.63 8.09 10.84  0.2945
H: 1.49 6.78 11.10  0.3839
H: 3.61 6.43 12.36  0.3843
H: 3.24 5.13 11.26  0.3617
H: 6.43 7.95 10.48  0.3689
H: 5.69 7.82 12.07  0.4281
H: 4.80 8.57 10.78  0.3478
H: 5.59 4.33 11.22  0.3540
H: 6.04 5.59 12.35  0.4181
H: 6.91 5.45 10.82  0.4397
H: 4.50 6.49 6.41  0.5702
H: 2.83 7.05 6.45  0.4439
H: 3.20 5.41 6.91  0.2692

***

(4)
Molecular formula: C16H42NO8P3RuS2Sb
Method: DFT, wB97M-V/def2-TZVPD

Summary:
HOMO level (alpha / beta) (eV): -7.122 / -7.704
Multiplicity: 2
Expectation value of S²: 1.01
LUMO level (alpha / beta) (eV): -0.45 / 0.30

Last column: Mulliken charge in e.
Cartesian coordinates (Å):
Ru: 0.14 -0.52 0.09  1.7316
N: 4.04 1.92 0.40  -0.2275
C: 3.90 0.46 0.13  1.0025
C: 5.19 -0.21 -0.25  -1.8643
P: 3.20 -0.15 1.78  0.3680
O: 4.31 -1.19 2.30  -0.6052
O: 3.27 1.09 2.61  -0.9073
O: 1.92 -0.91 1.60  -0.4686
P: 2.57 0.36 -1.16  0.3748
O: 3.40 0.84 -2.48  -0.5873
O: 1.63 1.46 -0.79  -0.8396
O: 2.07 -1.02 -1.41  -0.6817
H: 3.84 1.93 1.49  0.4733
H: 3.23 2.36 -0.07  0.1762
H: 4.93 2.32 0.11  0.3114
H: 5.90 -0.18 0.58  0.4421
H: 5.63 0.25 -1.13  0.4878
H: 4.99 -1.26 -0.48  0.3468
H: 4.10 -2.08 2.04  0.3660
H: 3.49 0.10 -3.07  0.3444
C: -3.97 -1.38 3.97  -1.0342
C: -3.45 -0.08 3.38  -0.2758
O: -2.11 0.15 3.80  -0.3009
P: -0.86 -0.07 2.79  1.2822
S: -0.63 1.55 1.66  -0.5112
S: -1.17 -1.86 1.91  -0.6712
O: 0.33 -0.08 3.81  -0.3106
C: 0.56 -1.17 4.71  -0.1571
C: 0.33 -0.71 6.13  -1.3499
H: -5.01 -1.52 3.69  0.3952
H: -3.89 -1.35 5.05  0.2808
H: -3.37 -2.20 3.59  0.2338
H: -4.03 0.78 3.73  0.3571
H: -3.50 -0.11 2.29  0.1990
H: 1.60 -1.48 4.54  0.2874
H: -0.10 -2.00 4.45  0.3585
H: 0.99 0.12 6.35  0.3134
H: 0.52 -1.52 6.82  0.4122
H: -0.70 -0.38 6.24  0.2606
C: -0.73 4.36 -2.33  -1.1296
C: -0.86 3.40 -1.16  -0.6817
Sb: -1.06 1.28 -1.71  0.5494
C: 0.00 1.28 -3.63  -0.7920
C: -0.81 1.71 -4.84  -1.2430
C: -3.17 1.17 -2.37  -0.9720
C: -3.82 2.48 -2.77  -1.1748
H: -0.57 5.37 -1.95  0.4078
H: -1.63 4.36 -2.93  0.2124
H: 0.12 4.10 -2.95  0.2765
H: -1.72 3.63 -0.53  0.5121
H: 0.03 3.42 -0.53  0.3853
H: 0.37 0.26 -3.76  0.5128
H: 0.86 1.93 -3.48  0.4050
H: -1.68 1.07 -4.97  0.2977
H: -0.20 1.63 -5.74  0.4057
H: -1.14 2.74 -4.76  0.2108
H: -3.70 0.74 -1.52  0.5619
H: -3.21 0.46 -3.18  0.4786
H: -3.72 3.22 -1.98  0.2666
H: -4.88 2.32 -2.95  0.3974
H: -3.37 2.87 -3.68  0.2297
C: 0.58 -3.66 -0.60  -0.9641
C: -0.89 -3.44 -0.97  0.7001
C: -1.34 -4.48 -2.02  -1.7691
C: -1.10 -2.05 -1.49  -0.9662
H: 0.73 -4.62 -0.12  0.4598
H: 0.91 -2.87 0.09  -0.0513
H: 1.21 -3.61 -1.49  0.3218
H: -1.51 -3.59 -0.07  0.1287
H: -0.75 -4.36 -2.93  0.3932
H: -2.39 -4.33 -2.26  0.4119
H: -1.20 -5.48 -1.63  0.4320
H: -2.15 -1.77 -1.62  0.2517
H: -0.49 -1.83 -2.37  0.5224

***

(5)
Molecular formula: BH4Rb
Method: DFT, wB97M-V/def2-TZVPD

Summary:
HOMO level (eV): -7.821
Energy above the lowest of the compared OMol25 structures with the same formula, charge and spin (kJ/mol): 206.7
LUMO level (eV): -1.49

Last column: natural (NBO) charge in e.
Cartesian coordinates (Å):
Rb: -3.20 13.87 -40.64  0.9932
B: -5.79 16.21 -42.57  -0.8558
H: -5.12 16.82 -41.98  -0.0464
H: -5.21 15.47 -43.11  -0.0640
H: -6.48 15.74 -41.89  -0.0350
H: -6.35 16.85 -43.23  0.0080

***

(6)
Molecular formula: C5H12N2O
Method: DFT, wB97M-V/def2-TZVPD

Summary:
HOMO level (eV): -8.885
Structure (SMILES): CN(CC=O)CCN
Energy above the lowest of the compared OMol25 structures with the same formula, charge and spin (kJ/mol): 368.2
LUMO level (eV): 0.92

Last column: natural (NBO) charge in e.
Cartesian coordinates (Å):
C: -0.53 1.47 -1.34  -0.4350
N: -0.24 0.82 -0.07  -0.4384
C: 0.74 1.73 0.68  -0.3311
C: 0.86 1.31 2.15  0.4282
O: 1.58 1.87 2.99  -0.5227
C: 0.37 -0.63 -0.26  -0.2359
C: -0.89 -1.66 -0.41  -0.2054
N: -0.47 -3.09 -0.21  -0.9018
H: -1.45 2.08 -1.25  0.2117
H: 0.35 1.98 -1.89  0.1800
H: -0.75 0.64 -2.09  0.2010
H: 0.35 2.69 0.64  0.2251
H: 1.77 1.73 0.32  0.2016
H: 0.21 0.55 2.48  0.1212
H: 0.97 -0.75 -1.15  0.1838
H: 1.02 -0.94 0.56  0.1944
H: -1.49 -1.37 0.38  0.1694
H: -1.48 -1.59 -1.30  0.1791
H: -1.31 -3.65 -0.36  0.3947
H: 0.39 -3.21 0.14  0.3800

***

(7)
Molecular formula: C6H7NO
Method: DFT, wB97M-V/def2-TZVPD

Summary:
HOMO level (eV): -7.882
Energy above the lowest of the compared OMol25 structures with the same formula, charge and spin (kJ/mol): 2075.5
LUMO level (eV): -2.63

Last column: natural (NBO) charge in e.
Cartesian coordinates (Å):
C: 0.73 1.48 0.07  0.0373
C: -1.39 1.26 0.12  0.0304
C: -1.12 -1.44 -0.15  0.1880
C: 1.02 -1.40 -0.21  -0.0227
C: -0.01 -0.74 0.49  -0.5421
C: -0.17 0.45 -0.26  -0.3836
H: 2.21 0.21 0.80  0.3391
H: 0.63 2.37 -0.91  0.2453
H: -1.64 1.38 1.32  0.1939
H: -1.11 -1.10 -1.47  0.2893
H: 1.45 -2.25 0.43  0.1990
H: -0.20 -0.78 1.56  0.2437
H: -0.31 0.50 -1.48  0.2843
N: 1.98 0.23 -0.18  -0.5360
O: -2.07 -0.16 -0.12  -0.5658

***

(8)
Molecular formula: C16H21Cu2F3N3O3
Method: DFT, wB97M-V/def2-TZVPD

Summary:
HOMO level (alpha / beta) (eV): -7.101 / -8.056
Multiplicity: 2
Energy above the lowest of the compared OMol25 structures with the same formula, charge and spin (kJ/mol): 140.0
Expectation value of S²: 0.76
LUMO level (alpha / beta) (eV): -1.65 / -2.00

Last column: natural (NBO) charge in e.
Cartesian coordinates (Å):
Cu: -2.87 -0.14 3.67  0.4119
Cu: -0.11 0.44 4.78  0.5536
O: -0.92 0.47 2.68  -1.3515
H: -0.51 0.42 1.79  0.4466
N: 0.77 -2.45 -0.14  -0.5246
C: 0.10 -2.97 -1.21  -0.0492
C: 0.15 -2.12 -2.29  -0.3371
C: 0.70 -0.97 -1.81  -0.2923
C: 1.24 -1.19 -0.59  -0.1050
H: 0.73 -2.89 0.76  0.4438
H: -0.23 -3.99 -1.12  0.2006
H: -0.27 -2.27 -3.28  0.2238
H: 0.80 -0.09 -2.44  0.2278
H: 1.71 -0.47 0.06  0.1971
N: 1.43 2.02 2.11  -0.5208
C: 2.75 2.01 1.69  -0.0898
C: 3.35 3.25 2.07  -0.3049
C: 2.40 4.00 2.69  -0.2987
C: 1.23 3.27 2.68  -0.0904
H: 0.77 1.25 2.05  0.4218
H: 3.18 1.19 1.13  0.2089
H: 4.31 3.67 1.83  0.2224
H: 2.53 5.03 2.99  0.2231
H: 0.24 3.52 3.03  0.2086
N: 0.40 -2.09 2.85  -0.5500
C: 1.79 -2.24 3.16  -0.1149
C: 2.07 -3.56 2.99  -0.2831
C: 0.88 -4.24 2.64  -0.3390
C: -0.19 -3.30 2.76  -0.0734
H: -0.09 -1.21 2.84  0.4435
H: 2.41 -1.37 3.31  0.2185
H: 3.06 -3.97 2.92  0.2282
H: 0.74 -5.30 2.50  0.2279
H: -1.26 -3.40 2.65  0.2200
C: -1.99 1.02 -1.65  -0.6440
C: -2.55 0.25 -2.88  -0.0882
O: -3.02 0.93 -4.04  -0.4773
C: -2.15 1.69 -4.79  0.6825
O: -0.90 1.63 -4.73  -0.5427
C: -2.86 2.59 -5.81  0.9050
F: -2.51 2.31 -7.03  -0.2870
F: -4.17 2.29 -5.74  -0.3114
F: -2.55 3.88 -5.55  -0.2997
H: -1.72 0.47 -0.75  0.2353
H: -2.75 1.76 -1.40  0.2040
H: -1.12 1.62 -1.88  0.2189
H: -3.29 -0.35 -2.35  0.2032
H: -1.73 -0.42 -3.14  0.1979